DFT (wB97M-V/def2-TZVPD) results for a molecular structure, C9H12Cl2IrN6O2S3.

Last column: Löwdin spin population.
Cartesian coordinates (Å):
Ir: -0.4922 0.0363 0.1671  2.194
O: 0.0616 0.6100 2.3010  0.109
N: 1.2361 0.3148 2.7643  0.022
C: 1.4463 0.3710 4.0936  -0.008
C: 2.6845 0.1448 4.6417  0.017
C: 3.7615 -0.1541 3.8082  -0.007
C: 3.5334 -0.2444 2.4566  0.021
C: 2.2588 -0.0237 1.9304  0.025
S: 2.0047 -0.1489 0.2345  0.285
H: 0.5797 0.6221 4.6839  0.000
H: 2.8125 0.1972 5.7093  0.001
H: 4.7505 -0.3050 4.2073  -0.001
H: 4.3215 -0.4795 1.7612  0.003
C: -0.3058 -4.5622 -0.0068  0.014
O: -1.3758 -4.0260 -0.7713  0.021
C: -1.9097 -2.8931 -0.3948  0.067
S: -3.1707 -2.2325 -1.2516  0.614
S: -1.4272 -2.0891 1.0464  0.423
H: -0.1055 -5.5528 -0.4031  0.001
H: -0.5840 -4.6282 1.0448  0.005
H: 0.5806 -3.9303 -0.1044  0.001
N: 1.3252 -0.2058 -4.8262  0.000
N: 0.3453 -0.1108 -3.9214  0.000
N: -0.8517 0.3346 -4.2048  0.002
C: -1.4427 0.3332 -3.0227  0.004
N: -0.6121 -0.1022 -2.0752  0.041
N: 0.5237 -0.3815 -2.6671  0.000
H: 0.9924 -0.2120 -5.7815  0.000
H: 2.0351 -0.8848 -4.5870  0.000
H: -2.4596 0.6097 -2.8478  0.000
Cl: -2.9235 1.2868 0.2517  0.066
C: -2.2848 2.8825 -0.1946  0.010
Cl: -0.5442 2.7299 -0.4911  0.067
H: -2.4448 3.5708 0.6355  0.001
H: -2.7735 3.2168 -1.1102  0.001

Forces on atoms 1 to 2 (eV/Å):
Ir 1.78 -0.57 0.27
O -1.31 0.11 -0.33

Properties
2S+1: 5
HOMO (spin up / spin down): -10.11 / -11.01 eV
total charge: +1
Kohn-Sham gap (spin up / spin down): 7.1 / 4.9 eV
LUMO level (spin up / spin down): -0.110 / -0.223 Eh

DFT (wB97M-V/def2-TZVPD) results for 12 unconnected molecules or ions with the total composition C81H74F24O16S5.

Last column: Mulliken charge in e.
Cartesian coordinates (Å):
C: -6.0160 -0.0621 3.5082  -1.214
C: -4.4850 -0.1510 3.8545  1.075
C: -3.6592 0.8515 2.8832  0.667
F: -4.2028 2.0818 3.2811  -0.327
F: -2.3103 0.9050 2.9160  0.116
F: -4.4042 0.3620 5.1047  -0.332
F: -3.9893 -1.4205 3.9778  -0.216
O: -6.3238 0.3327 2.1856  -0.319
C: -6.7681 -0.7348 1.3435  0.861
C: -6.5607 0.0109 -0.0005  0.059
F: -5.3505 0.4416 -0.4048  0.010
F: -7.0751 -0.6091 -0.9964  -0.317
F: -6.1505 -1.9739 1.5400  -0.256
F: -8.0521 -1.0056 1.6380  -0.293
H: -6.4854 0.6842 4.1491  0.411
H: -6.5111 -1.0051 3.7403  0.486
H: -3.9789 0.7282 1.8485  -0.585
H: -7.1036 0.9391 0.1781  0.169
C: -1.1569 -7.3942 1.5177  -1.134
C: -2.1118 -6.2026 1.9438  1.150
C: -1.4256 -4.8536 1.6302  0.642
F: -2.0019 -3.7149 2.0912  -0.271
F: -0.1007 -4.8499 1.7874  -0.035
F: -3.3422 -6.4958 1.4434  -0.305
F: -2.0542 -6.2910 3.2744  -0.290
O: -1.1850 -7.6548 0.1071  -0.421
C: 0.0340 -7.4464 -0.6225  0.859
C: -0.4267 -7.8309 -2.1251  -0.178
F: -1.4663 -7.0894 -2.4988  -0.266
F: 0.2751 -8.0241 -3.1713  -0.262
F: 0.6264 -6.1995 -0.4366  0.142
F: 0.8769 -8.3541 -0.2375  -0.261
H: -1.5310 -8.3037 1.9879  0.508
H: -0.1574 -7.4563 1.9481  0.362
H: -1.7326 -4.6340 0.6076  -0.453
H: -0.6346 -8.9008 -2.1380  0.366
C: 2.1704 -1.4893 4.8317  -0.182
C: 1.0106 -2.2559 5.4454  1.268
C: 0.7084 -3.5595 4.7769  0.363
F: 1.7139 -4.4370 4.4059  -0.238
F: -0.2694 -4.2883 5.3502  -0.343
F: 1.2202 -2.5725 6.7368  -0.369
F: -0.0988 -1.5696 5.4102  -0.247
O: 3.0736 -2.1751 3.9821  -0.413
C: 4.4296 -1.8983 4.0401  0.812
C: 5.0469 -2.8666 3.0243  0.761
F: 6.3301 -2.6512 2.5221  -0.311
F: 5.0261 -4.1683 3.3147  -0.291
F: 4.4881 -0.6525 3.6598  -0.218
F: 4.9045 -1.9287 5.1888  -0.247
H: 2.5513 -0.7517 5.5380  -0.188
H: 1.6939 -0.8430 4.0946  0.184
H: 0.2090 -3.3391 3.8335  -0.188
H: 4.3724 -2.9340 2.1708  -0.205
C: 2.2698 -6.4516 -5.8030  -0.435
S: 0.4933 -5.9900 -5.5897  0.314
O: 0.3998 -5.4286 -4.1794  -0.396
C: 0.2414 -4.5618 -6.7002  -0.507
H: 2.7262 -6.0042 -6.6860  0.388
H: 2.2737 -7.5367 -5.9067  0.330
H: 2.6714 -6.1180 -4.8462  -0.170
H: 0.7189 -3.7318 -6.1795  -0.198
H: -0.7686 -4.1593 -6.7782  0.335
H: 0.5932 -4.5298 -7.7314  0.423
C: -4.6163 3.6771 -2.8051  -0.830
S: -5.0224 4.2847 -1.0701  0.347
O: -6.1576 3.3432 -0.5790  -0.626
C: -3.6040 3.5464 -0.1435  -0.468
H: -4.0701 2.7385 -2.7108  0.077
H: -4.1270 4.5266 -3.2816  0.334
H: -5.4031 3.4068 -3.5093  0.527
H: -3.2253 4.1089 0.7099  0.427
H: -2.6625 3.5590 -0.6927  0.190
H: -3.8857 2.5849 0.2857  -0.024
C: -1.3446 5.4121 4.0201  -0.812
S: -2.1222 3.9841 4.7980  0.849
O: -1.1099 3.6181 5.9103  -0.722
C: -3.4684 4.8838 5.7617  -1.127
H: -0.3913 5.2319 3.5234  0.160
H: -1.1407 6.2622 4.6712  0.438
H: -2.1672 5.6975 3.3645  0.153
H: -3.9471 5.6042 5.0984  0.329
H: -2.8457 5.3873 6.5012  0.394
H: -4.1158 4.0769 6.1053  0.344
C: 5.1517 -1.6721 -2.8168  -0.556
S: 4.4667 -1.7075 -4.5158  0.372
O: 4.8444 -3.1110 -4.9484  -0.611
C: 2.7150 -1.8174 -3.9547  0.158
H: 4.9008 -2.5546 -2.2282  -0.069
H: 5.1161 -0.7434 -2.2473  0.341
H: 6.2271 -1.8379 -2.8814  0.495
H: 2.0515 -2.2507 -4.7031  -0.028
H: 2.3761 -0.9127 -3.4499  0.346
H: 2.6601 -2.4870 -3.0964  -0.355
C: 3.6017 -7.9389 -2.0121  -0.572
S: 3.8873 -6.6261 -0.6806  0.505
O: 5.2612 -6.7154 -0.0117  -0.644
C: 3.9483 -5.0923 -1.8056  -0.017
H: 3.3955 -8.8825 -1.5070  0.368
H: 4.3968 -8.0039 -2.7549  0.421
H: 2.5933 -7.6401 -2.2986  -0.220
H: 3.8914 -4.1312 -1.2946  -0.627
H: 3.2795 -5.1414 -2.6649  -0.001
H: 4.9598 -5.0244 -2.2060  0.647
C: -1.9728 -0.1901 -4.4550  -0.199
C: -2.5234 -1.2204 -5.2212  -0.596
C: -2.9301 -0.9616 -6.5631  -0.998
C: -2.8649 0.3667 -7.0831  0.303
C: -2.2236 1.4092 -6.2678  0.510
C: -1.6685 1.0123 -5.0332  -1.038
C: -2.1155 2.7947 -6.7562  0.367
O: -1.5944 3.6339 -5.9866  -0.691
C: -2.5881 3.1206 -8.1541  0.133
C: -2.4344 4.3800 -8.6105  0.066
C: -2.9357 4.8318 -9.8130  -0.769
C: -3.6911 3.9526 -10.5313  -0.343
C: -3.8629 2.6422 -10.1220  -0.760
C: -3.3589 2.1744 -8.8727  0.290
C: -3.4998 0.7545 -8.4007  0.471
O: -4.2799 0.0679 -9.1256  -0.671
H: -1.7065 -0.4326 -3.4368  0.403
H: -2.7230 -2.1458 -4.7014  0.609
H: -3.4271 -1.7732 -7.0736  0.506
H: -1.0502 1.7343 -4.5205  0.705
H: -1.8841 5.1433 -8.0805  0.411
H: -2.6935 5.8168 -10.1838  0.409
H: -4.0793 4.1685 -11.5158  0.372
H: -4.5275 2.0204 -10.7033  0.430
C: 0.9115 3.9040 -1.9141  -0.528
C: 1.5433 4.1329 -0.6738  -0.574
C: 1.1208 5.2147 0.0441  -0.699
C: -0.0062 5.9234 -0.2403  1.240
C: -0.5802 5.7363 -1.5808  -0.090
C: -0.1411 4.7143 -2.3818  -1.071
C: -1.7876 6.5169 -2.1043  0.450
O: -2.2023 6.2320 -3.2503  -0.694
C: -2.4998 7.3642 -1.0676  0.316
C: -3.6668 7.9520 -1.3574  -0.394
C: -4.4688 8.5312 -0.3884  -0.659
C: -3.8721 8.7997 0.8298  -0.581
C: -2.6287 8.3116 1.1485  -0.569
C: -1.9317 7.5446 0.2704  0.115
C: -0.6291 7.0144 0.6480  0.116
O: 0.0399 7.3007 1.6551  -0.692
H: 1.3349 3.0722 -2.4574  0.526
H: 2.4142 3.5681 -0.3756  0.556
H: 1.5470 5.4367 1.0113  0.661
H: -0.4963 4.6220 -3.3975  0.829
H: -4.2033 7.7607 -2.2750  0.437
H: -5.4938 8.8441 -0.5223  0.446
H: -4.4918 9.3214 1.5440  0.372
H: -2.1604 8.5135 2.1005  0.524
C: 2.4813 1.6662 2.0954  -0.181
C: 1.2678 2.2961 2.0487  -1.158
C: 0.2219 1.7301 1.3037  -0.351
C: 0.3294 0.5625 0.5768  0.509
C: 1.5524 -0.1081 0.6088  0.224
C: 2.6059 0.4712 1.3634  -0.311
C: 1.6310 -1.4300 -0.1039  0.102
O: 2.7501 -2.0196 -0.2891  -0.785
C: 0.4161 -1.9728 -0.7166  0.497
C: 0.4092 -3.2329 -1.1969  -0.234
C: -0.7501 -3.8777 -1.7271  -0.064
C: -1.9504 -3.1804 -1.6828  -0.987
C: -1.9056 -1.8797 -1.3167  -0.563
C: -0.8522 -1.2621 -0.7088  0.410
C: -0.8991 0.0571 -0.0280  -0.298
O: -2.0508 0.5750 0.2355  -0.470
H: 3.2937 2.0500 2.6947  0.001
H: 1.0123 3.1305 2.6849  0.684
H: -0.7277 2.2440 1.2814  0.572
H: 3.5091 -0.1209 1.3547  0.692
H: 1.3036 -3.8382 -1.2073  0.369
H: -0.6886 -4.9435 -1.8904  -0.084
H: -2.8536 -3.7505 -1.8426  0.648
H: -2.8469 -1.3564 -1.2368  0.729
C: 7.8129 -1.2180 7.2326  -0.472
C: 6.8673 -1.1979 8.2310  -0.766
C: 5.8117 -0.1925 8.1519  -0.451
C: 5.5901 0.4972 7.0059  0.492
C: 6.5949 0.4563 5.9731  0.441
C: 7.6689 -0.4405 6.1518  -0.751
C: 6.4610 1.3676 4.7642  0.115
O: 7.1555 1.0061 3.7859  -0.701
C: 5.4142 2.3814 4.7321  0.667
C: 5.3058 3.4686 3.7583  -0.429
C: 4.3493 4.5058 3.8707  -0.683
C: 3.6828 4.5502 5.0936  -0.673
C: 3.6469 3.5193 6.0433  -0.661
C: 4.4949 2.4330 5.8497  0.571
C: 4.3542 1.3254 6.8670  0.291
O: 3.2971 1.0768 7.4062  -0.645
H: 8.7242 -1.7887 7.3341  0.422
H: 7.0301 -1.8201 9.0986  0.430
H: 5.1113 -0.0363 8.9589  0.474
H: 8.5051 -0.4783 5.4694  0.467
H: 5.9584 3.3824 2.9022  0.456
H: 4.2611 5.3793 3.2418  0.536
H: 3.0690 5.4369 5.1525  0.353
H: 3.0022 3.5140 6.9097  0.518

Forces on atoms 1 to 2 (eV/Å):
C -0.04 -0.33 0.40
C 0.44 0.92 -0.13

Properties
HOMO: -8.58 eV
Kohn-Sham gap: 6.9 eV
LUMO level: -0.063 Eh

DFT (wB97M-V/def2-TZVPD) results for 2 unconnected molecules or ions with the total composition C7H15Br2N2O3.

Last column: Mulliken charge in e.
Cartesian coordinates (Å):
C: -1.6683 -1.4804 -1.9541  -0.999
C: -1.5862 -0.0541 -2.4872  0.150
Br: -2.6860 0.0983 -4.0980  -0.072
C: -0.1909 0.4466 -2.8846  -0.675
Br: 1.1148 0.1510 -1.4380  -0.152
N: -0.1331 1.8128 -3.3438  -0.168
C: -0.7121 2.8751 -2.6470  0.477
O: -1.4309 3.6755 -3.1517  -0.485
O: -0.2532 2.9753 -1.3524  -0.413
H: -1.8351 -2.1918 -2.7647  0.379
H: -0.7522 -1.7557 -1.4282  0.218
H: -2.5062 -1.5749 -1.2607  0.318
H: -2.0469 0.6601 -1.7983  0.319
H: 0.2086 -0.1691 -3.6902  0.507
H: -0.5056 1.8700 -4.2897  0.349
H: -0.9725 2.7944 -0.7363  0.326
C: 0.6433 -2.2192 3.6560  -1.111
C: 0.6494 -1.4869 2.3633  0.582
O: 0.3668 -1.8375 1.2793  -0.323
N: 1.0572 0.0226 2.4322  -0.019
C: 2.2764 0.3789 3.2268  -0.886
H: 0.6279 -3.2827 3.4322  0.335
H: 1.5016 -1.9820 4.2801  0.387
H: -0.2647 -1.9587 4.2069  0.339
H: 0.2530 0.5492 2.7818  0.381
H: 1.1650 0.2844 1.4438  0.128
H: 2.0696 0.2252 4.2809  0.376
H: 2.5111 1.4237 3.0437  0.360
H: 3.0991 -0.2503 2.8978  0.374

Forces on atoms 1 to 2 (eV/Å):
C -0.03 -0.07 -0.01
C 0.05 0.11 0.19

Properties
HOMO: -12.68 eV
total charge: +1
Kohn-Sham gap: 8.8 eV
LUMO level: -0.142 Eh

DFT (wB97M-V/def2-TZVPD) results for C9H6F3NOS in the gas phase.

Last column: Mulliken charge in e.
Cartesian coordinates (Å):
C: 0.5418 -2.0567 2.1119  -0.616
C: -0.8529 -2.2390 1.8583  -0.497
C: 1.2726 -1.3400 1.1911  -0.355
C: -1.4258 -1.5892 0.7374  -0.853
C: 0.7616 -0.8436 -0.0326  0.395
C: -0.6632 -0.8678 -0.0851  0.690
C: 0.1186 1.7377 -1.2286  -0.032
C: 1.7190 0.0454 -0.8373  -0.690
C: -0.3767 3.1532 -1.3599  0.851
N: 1.2602 1.3769 -0.9880  -0.312
O: -2.9817 0.0660 -0.9269  -0.484
F: -1.3585 3.1674 -2.3040  -0.240
F: -0.8244 3.8101 -0.2960  -0.247
F: 0.5837 3.9592 -1.8580  -0.252
S: -1.6765 -0.2599 -1.4897  0.391
H: 1.0254 -2.4013 3.0401  0.350
H: -1.4119 -2.7338 2.6156  0.381
H: 2.2412 -1.0210 1.4785  0.264
H: -2.4385 -1.5959 0.5035  0.535
H: 2.6084 -0.0051 -0.2754  0.454
H: 1.8777 -0.3626 -1.8549  0.268

Forces on atoms 1 to 2 (eV/Å):
C -1.85 -0.24 -0.16
C 1.66 1.14 -0.37

Properties
HOMO (spin up / spin down): -8.48 / -8.62 eV
Kohn-Sham gap (spin up / spin down): 7.6 / 7.6 eV
LUMO level (spin up / spin down): -0.032 / -0.036 Eh

Values of strongest force on any atom, in order: 1.9 6.6 0.7 3.9, all in eV/A.